# 1
The following is a DFT calculation (ωB97M-V/def2-TZVPD) of a 14-piece molecular cluster, C60H88B8F32N10O4 overall.

Each line ends with the Mulliken charge.
Positions of all 202 atoms, in Å:
C: 6.11113 4.30608 2.31172  -0.938
N: 5.47988 3.55310 1.21738  0.334
C: 4.28057 3.96912 0.72962  -1.554
C: 3.77380 3.43640 -0.46467  0.039
C: 4.50529 2.43065 -1.12697  1.267
C: 5.70447 1.94653 -0.57119  -0.917
C: 6.16952 2.57070 0.59304  -0.457
C: 4.05001 1.85588 -2.42702  1.422
C: 3.28816 2.63137 -3.27120  -0.603
C: 2.77768 2.06673 -4.37479  -0.266
N: 3.07143 0.81971 -4.73868  0.133
C: 3.87982 0.03681 -3.99743  -1.236
C: 4.44313 0.55017 -2.79972  -0.715
C: 2.34602 0.26127 -5.90486  -1.026
H: 5.90944 5.37695 2.12508  0.350
H: 7.14818 4.09545 2.28347  0.371
H: 5.75308 4.02381 3.30042  0.323
H: 3.83605 4.77021 1.26462  0.815
H: 2.86936 3.93375 -0.83570  0.241
H: 6.30262 1.17866 -1.04362  0.569
H: 7.17178 2.42559 0.99030  0.413
H: 3.12847 3.65686 -3.17112  0.801
H: 2.07152 2.63845 -4.98970  0.271
H: 3.91797 -0.97930 -4.34554  0.610
H: 5.02010 -0.11578 -2.18508  0.475
H: 1.37099 -0.01831 -5.55903  0.329
H: 2.94308 -0.57818 -6.30231  0.422
H: 2.13679 0.98266 -6.64140  0.278
C: 0.99185 -3.14059 1.55563  -0.980
N: 0.85600 -1.67382 1.38096  1.637
C: 0.59813 -0.90711 2.42231  -1.655
C: 0.50065 0.46155 2.27780  -0.964
C: 0.64224 1.01871 1.02239  1.825
C: 0.93925 0.16862 -0.03609  -2.203
C: 1.05660 -1.18963 0.13105  -0.576
C: 0.43398 2.47086 0.81976  1.625
C: 1.02645 3.40923 1.75913  -1.054
C: 0.80788 4.73498 1.58047  -1.778
N: -0.07598 5.18963 0.64553  1.640
C: -0.56439 4.38310 -0.25141  -0.685
C: -0.28683 3.01527 -0.22434  0.059
C: -0.68444 6.60240 0.71522  -0.885
H: 0.06576 -3.63015 1.36941  0.078
H: 1.42330 -3.35962 2.55063  0.328
H: 1.71415 -3.44663 0.77826  0.331
H: 0.36703 -1.30678 3.38707  0.719
H: 0.34620 1.09217 3.10536  0.746
H: 1.18143 0.50869 -0.98953  1.041
H: 1.39240 -1.86359 -0.64048  0.774
H: 1.65164 3.04948 2.59617  0.529
H: 1.07128 5.46242 2.31886  0.848
H: -1.25262 4.68461 -1.05302  0.387
H: -0.81065 2.40907 -0.96707  -1.323
H: -0.11271 7.28385 1.33225  0.413
H: -1.68961 6.50488 1.13711  0.411
H: -0.69058 7.03865 -0.26725  -0.109
C: 1.70363 -7.80425 -9.26247  -0.932
N: 1.06216 -7.48277 -7.91507  0.026
C: -0.27087 -7.76094 -7.68512  -0.388
C: -0.82742 -7.42589 -6.48451  -0.482
C: -0.13211 -6.73643 -5.53498  0.576
C: 1.24857 -6.50215 -5.77037  -0.701
C: 1.77252 -6.79953 -7.02161  -0.324
C: -0.65406 -6.13095 -4.28490  1.226
C: 0.19142 -6.01517 -3.21700  -1.305
C: -0.23164 -5.40234 -2.05524  -0.288
N: -1.42154 -4.74382 -2.06141  0.535
C: -2.17790 -4.68853 -3.18200  -0.526
C: -1.81190 -5.36738 -4.30071  -0.731
C: -1.89396 -3.99682 -0.87553  -0.969
H: 2.04227 -8.84957 -9.18116  0.330
H: 2.57555 -7.16602 -9.38089  0.336
H: 0.96357 -7.53505 -10.04334  0.394
H: -0.73358 -8.37603 -8.41418  0.505
H: -1.83855 -7.68479 -6.32777  0.582
H: 1.90011 -6.03151 -5.05894  0.314
H: 2.74689 -6.40174 -7.16938  0.435
H: 1.12793 -6.48216 -3.10277  0.685
H: 0.36039 -5.46704 -1.15747  0.725
H: -3.01558 -4.04311 -3.08243  0.605
H: -2.42439 -5.32900 -5.21307  0.437
H: -1.27263 -4.13153 -0.02060  -0.907
H: -2.90512 -4.35687 -0.61512  0.422
H: -1.87330 -2.89794 -1.07796  0.661
C: 0.53456 -7.85360 5.36022  -0.676
N: -0.12388 -6.92257 6.21650  0.223
C: -0.73727 -5.84151 5.70676  -0.815
C: -1.38284 -4.96386 6.49421  -0.768
C: -1.43060 -5.18021 7.87471  0.872
C: -0.76847 -6.32030 8.39618  -0.828
C: -0.06553 -7.13908 7.54406  -0.390
C: -2.07201 -4.06783 8.66154  0.949
C: -1.99365 -2.75734 8.13221  -0.677
C: -2.63541 -1.73844 8.81155  -0.772
N: -3.27797 -1.96097 10.00175  0.158
C: -3.27111 -3.13438 10.52546  0.064
C: -2.69851 -4.23726 9.87201  -0.897
C: -3.91316 -0.83980 10.66402  -0.840
H: 0.19133 -7.72331 4.33734  0.083
H: 0.24895 -8.87059 5.70820  0.442
H: 1.60068 -7.58677 5.28363  0.296
H: -0.63480 -5.78919 4.60995  0.795
H: -1.97281 -4.19089 5.98124  1.004
H: -0.83148 -6.53342 9.45439  0.443
H: 0.54486 -7.99314 7.83040  0.466
H: -1.41606 -2.41740 7.25624  0.552
H: -2.57820 -0.72695 8.50412  0.882
H: -3.75107 -3.23066 11.53352  0.315
H: -2.70950 -5.18315 10.45966  0.342
H: -4.70303 -0.35090 10.10551  0.344
H: -3.11862 -0.13686 10.94813  0.386
H: -4.36467 -1.31266 11.55643  0.250
C: -1.64956 8.16397 -2.51229  -1.034
O: -0.80769 7.29666 -3.33095  -0.125
C: 0.07987 8.05301 -4.08831  -0.846
C: 0.44495 7.17387 -5.23690  -0.498
N: 1.20942 5.94928 -4.77817  1.426
H: 1.63478 6.02119 -3.79807  -0.221
H: 0.51773 5.15638 -4.78646  -0.213
C: 2.33361 5.63539 -5.69285  -0.465
C: 1.79444 5.17384 -7.05470  -0.710
O: 1.24090 3.90343 -6.75033  -0.026
C: 0.40047 3.32703 -7.76779  -0.946
H: -2.41446 8.58501 -3.14368  0.348
H: -1.04727 8.98346 -2.12296  0.459
H: -2.12356 7.53115 -1.77818  0.209
H: 0.93165 8.34611 -3.50617  0.379
H: -0.39917 8.93369 -4.58939  0.436
H: 1.07494 7.71673 -5.95463  0.502
H: -0.38797 6.71684 -5.81167  0.294
H: 2.89513 4.79858 -5.26101  -0.055
H: 2.96899 6.50372 -5.72620  0.624
H: 2.67667 5.02466 -7.68707  0.460
H: 1.08406 5.90717 -7.55255  0.419
H: 0.95091 3.05415 -8.70994  0.336
H: -0.37515 4.07017 -8.09900  0.349
H: -0.13475 2.37478 -7.44400  0.197
C: -2.51739 0.25337 -1.24881  -0.085
O: -2.30857 -0.58582 -0.07665  0.675
C: -3.49985 -1.12565 0.40453  0.036
C: -4.30494 -0.20538 1.32753  -1.106
N: -3.50535 0.23745 2.52535  2.075
H: -3.12000 -0.61239 2.99722  -0.397
H: -2.64705 0.72970 2.24729  -0.551
C: -4.24185 0.94509 3.61545  -0.238
C: -4.25313 2.48029 3.46284  -0.300
O: -4.64861 2.81366 2.12689  -0.234
C: -5.14738 4.13582 1.77177  -0.720
H: -3.38656 0.87378 -1.14945  0.469
H: -2.44497 -0.38147 -2.15980  0.169
H: -1.64719 0.95217 -1.35600  -0.620
H: -3.18684 -2.04251 0.93961  -0.365
H: -4.19295 -1.40216 -0.35669  0.541
H: -5.13414 -0.80437 1.76653  0.434
H: -4.64775 0.67056 0.81818  0.422
H: -3.77575 0.69082 4.55049  -0.027
H: -5.24416 0.50140 3.64840  0.509
H: -3.28994 2.90950 3.60431  0.049
H: -4.93129 2.96351 4.22118  0.431
H: -4.94632 4.18375 0.69753  0.244
H: -4.53427 4.90334 2.23924  0.196
H: -6.22311 4.37178 1.91942  0.272
B: 1.46121 -3.18489 -3.90898  -0.225
F: 0.69432 -2.85899 -2.70587  -0.075
F: 0.65690 -3.81947 -4.87672  -0.231
F: 1.84376 -1.95371 -4.44997  0.321
F: 2.52251 -4.03659 -3.67511  -0.381
B: 3.28923 6.66839 -1.57788  -0.103
F: 3.14919 5.42767 -2.42718  -0.323
F: 2.30071 6.58757 -0.53104  -0.255
F: 4.52171 6.71266 -1.06185  -0.271
F: 3.10835 7.75666 -2.51687  -0.363
B: -0.60066 -6.87940 2.06714  0.147
F: -0.48982 -6.02920 0.82507  0.045
F: -1.90163 -7.04457 2.41630  -0.356
F: 0.00124 -8.14325 1.90257  -0.360
F: 0.07412 -6.11712 3.02164  -0.337
B: -1.39975 -0.21219 5.71301  -0.033
F: -2.77320 -0.72755 6.04005  -0.542
F: -1.56542 0.63286 4.70840  0.303
F: -1.23335 0.43213 6.91836  -0.374
F: -0.58262 -1.24619 5.50302  -0.322
B: 4.22721 -0.30340 0.89016  0.158
F: 3.68626 -1.28679 1.72416  -0.309
F: 5.64845 -0.52960 0.76942  -0.359
F: 3.72680 -0.29164 -0.43309  0.077
F: 3.78282 0.98119 1.37405  -0.335
B: -0.60932 2.99189 -4.03473  -0.191
F: -1.84182 2.58878 -3.46045  -0.231
F: -0.04140 1.84709 -4.79789  -0.384
F: -0.80596 4.06474 -4.90459  -0.294
F: 0.31130 3.48347 -3.10315  0.254
B: -2.90430 -3.38976 3.09585  -1.011
F: -2.11521 -2.08892 3.09345  0.011
F: -2.40528 -4.17567 2.11170  0.070
F: -2.79840 -3.96558 4.34948  -0.251
F: -4.16873 -2.93028 2.72595  -0.260
B: -1.85283 5.01340 3.43651  0.083
F: -2.49944 4.85109 4.62869  -0.306
F: -1.58940 3.79847 2.75429  0.345
F: -2.62588 5.69987 2.46572  -0.495
F: -0.56012 5.63721 3.72148  -0.392

Energy relative to the best compared isomer or geometry (same formula, charge and spin): 84.7 kJ/mol
2S+1: 1
Charge: +2
HOMO energy: -11.79 eV
Max |F|: 4.61 eV Å⁻¹

# 2
The following is a DFT calculation (ωB97M-V/def2-TZVPD) of a 3-piece molecular cluster, C27H58N9O4P2S overall.

Each line ends with the Mulliken charge.
Positions of all 101 atoms, in Å:
C: 3.62782 0.56367 1.65432  -0.761
C: 4.59914 1.42113 0.64820  -0.468
C: 3.80287 2.37469 -0.43049  0.459
O: 4.26490 3.76972 -0.19479  -0.436
C: 3.12414 4.69793 -0.14632  -0.552
C: 2.42160 4.58474 1.36523  0.627
C: 3.24550 4.30664 2.75507  -0.515
C: 2.34671 4.20507 4.14489  -0.264
N: 0.81535 4.33714 4.18298  -0.107
C: 0.00614 4.60400 2.93305  0.243
C: -1.66010 4.74363 2.89775  -0.615
C: -2.13663 3.95135 1.53424  -0.421
C: -3.72643 3.55306 1.49308  -0.498
C: -3.81923 2.14621 0.59409  -0.615
S: -4.02200 0.70447 1.77565  -0.111
C: -2.28438 0.24860 2.32255  0.495
N: -1.73235 -0.17864 3.67173  -0.326
N: -0.38012 -0.35465 3.37705  -0.363
C: -0.05965 -0.07427 1.92526  0.229
O: -1.28439 0.34229 1.22338  -0.252
C: 0.76128 4.75500 1.46898  -0.217
H: 4.31908 0.10363 2.50755  0.318
H: 3.14420 -0.37263 1.10942  0.281
H: 2.78073 1.18061 2.17492  0.082
H: 5.26497 0.63905 0.06731  0.348
H: 5.28553 2.12464 1.29434  0.206
H: 4.15739 2.09943 -1.53110  -0.260
H: 2.63921 2.24557 -0.38026  0.158
H: 2.26988 4.33920 -0.89818  0.243
H: 3.37214 5.80268 -0.44521  0.339
H: 4.43054 4.20114 2.75909  0.344
H: 2.97282 4.01868 5.13777  0.342
H: 0.35373 4.22908 5.12548  0.313
H: -2.04512 4.21987 3.88765  0.372
H: -1.95842 5.89476 2.89636  0.301
H: -1.44819 2.97901 1.46651  0.230
H: -1.93071 4.60829 0.56160  0.208
H: -4.23176 3.44680 2.55226  0.335
H: -4.25828 4.38284 0.81943  0.321
H: -2.86783 2.05263 -0.11669  0.255
H: -4.75790 2.22294 -0.12333  0.396
H: 0.93673 -0.11842 1.31294  0.166
H: 0.21913 4.97860 0.44858  0.194
O: 1.97615 2.05878 -3.75768  -0.775
P: 1.75020 1.11050 -4.96070  0.675
N: 3.14079 1.63826 -5.74200  0.338
C: 3.34548 2.71355 -6.68533  -0.994
C: 4.41030 1.10688 -5.25873  -0.965
N: 0.31665 1.93714 -5.43856  0.341
C: 0.10714 2.72320 -6.64203  -1.224
C: -0.45549 2.57899 -4.35973  -1.026
N: 1.49046 0.02038 -6.34366  -0.078
C: 2.12256 -0.02588 -7.64852  -0.803
C: 0.23917 -0.73716 -6.31775  -1.024
H: 3.85570 2.33731 -7.57810  0.391
H: 3.96070 3.51322 -6.26073  0.334
H: 2.43860 3.18057 -7.04092  0.249
H: 4.50528 0.05241 -5.53607  0.341
H: 4.47644 1.18003 -4.16450  0.035
H: 5.27873 1.62732 -5.66745  0.437
H: 0.51655 3.73388 -6.54602  0.362
H: -0.96303 2.83042 -6.84873  0.407
H: 0.51252 2.25139 -7.53554  0.245
H: -0.01834 3.54351 -4.06999  0.276
H: -0.50300 1.93232 -3.47476  0.273
H: -1.49641 2.75635 -4.66068  0.338
H: 1.84915 0.82140 -8.28023  0.231
H: 1.84170 -0.93081 -8.20186  0.353
H: 3.21228 -0.08063 -7.57758  0.250
H: -0.55694 -0.21350 -6.85553  0.302
H: -0.09103 -0.90098 -5.28574  0.313
H: 0.35870 -1.73227 -6.76168  0.397
O: -4.32819 -7.13003 3.23801  -0.793
P: -3.66766 -5.75316 3.49385  0.736
N: -2.68337 -5.88253 2.13844  0.208
C: -1.35898 -6.43855 1.98082  -0.936
C: -3.30225 -5.61009 0.84603  -1.178
N: -2.93114 -6.29433 4.95379  0.269
C: -1.51417 -6.47822 5.21550  -1.226
C: -3.65058 -7.34502 5.69576  -0.998
N: -2.90833 -4.17034 3.78797  0.026
C: -1.73139 -3.55776 3.20152  -0.569
C: -3.30813 -3.50448 5.02774  -0.973
H: -0.70093 -5.70898 1.49746  0.376
H: -1.36966 -7.34102 1.36139  0.346
H: -0.86947 -6.70734 2.90555  0.238
H: -3.50858 -4.53979 0.74730  0.330
H: -4.25206 -6.15248 0.74246  0.301
H: -2.67566 -5.89717 -0.00076  0.407
H: -1.14506 -7.42819 4.81598  0.354
H: -1.32136 -6.48865 6.29356  0.417
H: -0.90098 -5.66270 4.83572  0.241
H: -3.47479 -8.33776 5.26114  0.307
H: -4.72995 -7.14876 5.70386  0.291
H: -3.34137 -7.37741 6.74880  0.329
H: -0.80436 -4.04613 3.50779  0.158
H: -1.63833 -2.50320 3.48999  0.178
H: -1.77850 -3.53531 2.10936  0.172
H: -2.62598 -3.74445 5.84890  0.300
H: -4.31994 -3.80795 5.31938  0.345
H: -3.33785 -2.41493 4.91109  0.321

2S+1: 1
Charge: +1
HOMO energy: -8.87 eV
Max |F|: 8.15 eV Å⁻¹

max |F| of number 2 (C27H58N9O4P2S)?
8.15 eV Å⁻¹